Entry from the Open Molecules 2025 dataset: a structure of composition C38H88F8N10O18S8 in a non-equilibrium geometry (ωB97M-V with the def2-TZVPD basis set).

The geometry in XYZ format:
```
170
Properties=species:S:1:pos:R:3:forces:R:3
H -3.820 1.673 -0.052 -0.33 -1.07 0.77
O 4.822 1.112 -1.643 0.52 0.24 -0.17
H -5.807 1.434 -1.962 -0.22 1.28 0.79
H -1.106 0.786 -3.204 0.32 -0.11 -0.41
H -7.549 -4.234 0.418 0.69 -0.33 0.04
C -6.726 -4.601 -0.218 0.33 -0.01 -0.65
H -0.187 1.400 -6.723 -0.39 -0.03 0.94
H -5.425 3.997 -1.294 0.38 -0.28 0.59
O -5.066 -0.731 -1.354 0.73 0.69 -0.32
H -4.379 -2.730 -0.070 0.01 -0.56 -0.18
H 8.413 -3.704 1.821 -0.04 0.21 -0.25
H -6.233 -5.051 2.335 -1.60 0.00 0.53
H -6.384 -7.259 0.804 -0.15 0.56 0.04
C -0.930 -0.435 -5.809 1.72 1.74 -0.10
O 6.528 4.157 4.766 1.34 1.05 0.30
C -5.362 3.151 -0.576 -0.71 0.35 -0.70
H 6.501 -0.687 2.433 0.01 -0.24 -0.09
H 0.584 0.959 -2.667 0.10 -0.08 0.25
C 1.145 2.648 -4.981 -0.60 0.34 -0.83
N 0.390 1.367 -4.702 -0.71 -0.05 0.16
H 3.159 2.352 -4.269 -0.58 0.14 0.46
C 1.457 3.777 2.734 -1.77 0.63 -0.93
N -3.840 -0.783 -3.638 -0.32 1.21 0.28
H 0.177 -1.563 -4.194 -0.10 0.03 -0.38
H 8.803 0.049 3.417 0.05 1.47 0.74
H -0.446 2.386 -2.947 0.21 -0.18 -0.45
H 10.247 -0.793 2.847 0.54 -0.36 0.44
H -8.812 0.720 -1.946 -0.42 -0.25 0.64
H -7.435 0.742 -2.934 1.06 -0.33 -0.73
N 5.133 3.084 3.049 -0.22 -0.31 -0.83
H 4.031 -0.487 3.702 0.50 -0.30 -0.29
H 1.858 -3.431 0.635 1.36 0.53 0.57
H 3.232 4.633 3.186 0.06 -0.13 -0.26
H -6.561 -2.364 1.993 0.25 0.18 -0.62
C -8.223 1.345 -2.582 -1.31 1.52 0.30
C 1.228 0.178 -4.934 1.39 0.84 0.52
N 2.573 -1.280 2.429 0.58 0.29 -0.75
C 2.289 2.998 -4.004 0.85 -0.99 -2.52
O 1.809 1.371 1.576 -0.44 -0.19 0.52
C -4.316 -5.177 -0.333 0.95 -0.40 -2.13
O -2.199 -1.234 3.532 0.30 -0.02 -0.31
S -1.142 -0.986 2.609 -0.07 -1.74 1.52
H 9.888 -0.228 0.603 0.72 0.17 -0.24
H -6.455 1.275 -0.377 -0.28 0.62 -0.28
C 7.144 -1.333 1.846 0.47 -0.36 -0.31
H -5.035 -7.104 -1.071 0.10 0.03 0.20
H 7.047 0.198 0.304 0.58 -0.48 0.38
H 0.930 -1.590 -5.843 -0.30 -0.81 0.16
S -3.994 -1.264 -2.149 -1.28 -2.52 -1.88
H 3.450 4.718 -3.418 -0.53 0.05 -0.78
C -9.114 2.037 -3.679 2.37 0.32 0.32
H -8.437 4.004 -0.488 0.08 0.24 0.31
O -5.464 1.139 -4.140 -0.40 0.20 0.79
N -0.408 -2.285 2.013 0.04 -0.25 -0.05
S 3.850 0.109 -1.441 0.64 0.17 -1.60
H 2.889 -0.570 1.700 -0.09 -0.77 0.52
H -4.522 -5.223 2.298 -1.06 -0.25 -0.99
C -0.662 1.119 -5.743 -0.83 1.47 -1.36
O 7.091 1.571 2.668 1.04 -0.15 0.39
H -1.484 1.890 -5.537 0.75 -1.65 -0.41
C 2.973 -3.203 0.780 -1.90 -0.53 1.16
H 3.122 4.540 -5.189 0.94 0.22 -1.08
H 5.900 -1.335 4.508 -0.62 -0.38 0.07
H 2.525 0.223 3.758 -0.61 -0.14 0.81
F 1.258 1.630 -0.729 -0.95 -0.12 -0.33
H 1.803 5.063 -4.227 1.04 -0.19 0.46
C 7.772 -0.564 0.676 -0.57 0.52 -1.26
C 2.992 -0.751 3.748 0.04 1.62 -0.77
C 7.056 -1.331 6.380 1.36 -0.49 0.46
H -3.565 2.467 -1.513 0.33 0.46 -0.03
H 9.827 -3.161 2.714 0.21 0.26 -0.76
C -3.913 2.632 -0.495 -0.29 1.00 -0.05
C -5.479 -5.403 1.699 3.21 -0.92 -0.38
C -7.489 3.603 -2.787 -2.38 0.55 1.46
H 1.762 0.412 -5.840 0.10 -0.02 -0.60
C 6.897 -1.169 4.875 0.60 -0.57 -0.65
C -5.123 -0.818 1.697 0.99 -0.12 -0.98
C 9.245 -0.496 2.634 -1.21 -1.23 -0.17
H -9.654 2.840 -0.902 -0.46 -0.27 -0.62
H -8.778 1.763 -4.661 0.42 -0.49 -0.41
H 0.609 2.240 3.903 -0.37 -0.25 -0.18
H -5.041 -7.609 1.741 0.26 0.63 0.16
C -5.419 -6.821 1.078 -0.37 -0.98 0.35
H 3.411 3.442 2.077 -0.78 0.76 0.64
C -0.191 1.374 -3.287 0.18 0.00 -0.33
C 2.732 4.425 -4.218 -1.57 0.71 1.31
H -3.264 3.296 0.102 -0.23 -0.09 -0.61
S 2.407 1.510 0.299 1.52 1.56 -0.19
C -4.535 -6.677 -0.196 0.68 -0.91 0.37
H 9.033 1.195 1.313 0.08 -0.76 -0.23
F 4.633 -1.206 -1.152 0.18 -0.41 -0.02
H -5.675 0.117 1.780 -0.11 0.00 -0.40
O 2.957 -0.190 -2.519 0.10 -0.27 0.48
H 2.398 2.151 3.978 -1.01 1.32 -0.44
H -4.715 -0.983 2.677 -0.17 -0.57 0.63
C -8.834 3.556 -3.573 -0.07 -0.10 1.56
N -7.632 2.498 -1.742 -0.18 -0.52 0.27
H 2.042 2.825 -3.003 -0.57 -0.33 1.52
H 1.462 3.444 4.859 0.17 -0.43 -1.07
H -4.182 -0.688 1.107 -1.01 0.31 0.07
H -8.461 2.408 0.287 0.34 -0.29 0.10
H 3.439 -4.189 0.859 0.28 0.37 -0.55
F -1.875 -0.451 1.358 0.16 0.85 -0.79
H -3.306 -4.936 0.044 -0.96 0.32 0.15
C -5.935 -2.009 1.130 0.06 -1.00 3.20
O 4.864 0.874 2.099 -3.15 -4.13 -0.43
H 3.648 4.785 0.484 -0.63 0.93 0.57
S 5.770 1.887 2.291 2.02 3.47 -1.32
S 5.546 3.186 4.548 0.62 1.11 0.88
O 4.128 -2.933 2.900 -1.62 0.88 -1.28
O 0.510 4.235 2.131 1.24 -1.13 1.32
F 4.227 3.999 4.975 -0.38 -0.84 0.43
H 3.235 -2.575 -0.061 0.46 -0.09 -0.03
H -7.383 4.516 -2.199 0.21 0.09 -0.48
H 7.067 -0.118 4.657 0.37 0.10 -0.12
H -6.714 -3.982 -1.128 0.30 -0.25 0.31
H 1.481 2.595 -6.071 -0.18 -0.04 1.50
O 5.696 1.945 5.230 -1.20 -0.25 0.07
C -8.626 2.951 -0.629 1.36 0.09 -0.98
C 2.891 5.224 1.171 -1.22 -0.32 0.10
F -3.923 0.357 -5.695 0.44 0.42 1.09
F -2.655 -0.799 -1.533 0.44 0.34 0.75
H -6.847 -5.651 -0.487 -0.53 0.30 -0.12
H 7.024 -2.314 6.885 -0.73 0.07 -0.84
N 3.133 0.206 -0.067 -0.94 -0.82 0.85
H -9.587 4.119 -2.982 0.26 -0.47 -0.38
H 1.544 -1.329 2.224 0.45 -0.26 0.71
H -4.132 -3.367 1.531 -0.83 1.08 0.05
F 5.867 2.496 0.833 0.29 0.22 0.66
O -0.085 -0.104 3.007 -0.41 0.02 -0.64
H -6.659 3.420 -3.391 1.44 -0.53 -0.85
H 6.476 -0.626 6.939 -0.62 0.28 0.12
S -4.109 0.695 -4.123 0.34 -0.58 -1.96
C 3.285 -2.536 2.117 1.29 -1.55 -0.23
N 2.786 4.260 2.335 1.77 -0.14 -0.54
H -1.048 -0.751 -6.847 0.18 0.15 0.10
H -1.835 -0.622 -5.341 -1.42 -0.84 1.18
N -5.384 -4.568 0.462 -0.82 3.04 0.99
H 3.066 6.226 1.583 0.32 -0.36 -0.37
O -3.087 1.657 -3.786 -0.65 -0.55 -0.11
H 7.980 -1.179 -0.255 -0.14 0.42 1.29
H 7.462 -3.154 4.014 -0.03 0.77 0.01
H -8.787 4.030 -4.542 0.24 0.10 -0.18
H 1.988 0.189 -4.174 0.04 -0.63 0.34
H -10.095 1.685 -3.633 -1.73 -0.01 0.37
H 0.329 3.394 -4.970 0.54 0.02 0.15
C -4.914 -3.104 0.796 0.09 -0.54 -0.37
C 9.095 0.091 1.247 -1.54 0.00 -0.03
F -1.506 -2.917 -0.133 0.24 -0.05 0.84
H 8.087 -1.068 6.611 0.28 0.38 -0.01
C 9.069 -2.847 1.982 -0.56 1.01 0.37
H 8.832 -2.239 4.624 -0.62 0.24 -0.08
O 3.175 2.696 0.039 -0.45 -0.32 0.25
N 8.290 -1.733 2.684 1.52 0.28 0.06
O -2.333 -4.060 1.788 2.10 0.96 0.24
H 9.399 -2.341 1.023 0.07 -1.31 1.24
C -6.256 2.060 -1.138 -0.52 -1.76 -0.82
H -5.815 3.495 0.369 0.55 -0.06 -0.14
S -1.056 -3.537 1.305 -1.24 -1.03 -1.33
H 1.854 5.208 0.749 1.18 0.12 -0.07
H -6.644 -1.734 0.375 0.15 0.03 -0.83
C 7.862 -2.117 4.092 0.91 -0.66 0.41
C 1.499 2.844 3.898 0.58 -0.08 1.56
O -3.959 -2.705 -2.242 0.45 1.13 0.57
H 6.706 -2.313 1.687 -0.85 0.28 -0.74
C 0.352 -1.016 -5.128 -0.41 0.01 -0.29
H -4.374 -4.762 -1.380 0.00 -0.56 1.13
H 2.878 -1.402 4.579 -0.83 -0.53 0.41
O -0.069 -4.511 0.908 -0.45 1.17 0.89
H -3.556 -7.230 -0.059 -1.12 0.76 -0.26
```
Positions in Å, forces in eV/Å.

Calculated values
E_LUMO = -0.1096 Eh
HOMO = -13.71 eV
Net charge = +2